Density functional theory data (ωB97M-V/def2-TZVPD) for C35H48O2P4Ru as an isolated structure.

- HOMO level (spin up / spin down): -0.6121 / -0.6777 hartree
- Multiplicity: 5
- Net charge: +4
- Kohn-Sham gap (spin up / spin down): 6.40 / 4.21 eV

Structure (XYZ):
```
90
Properties=species:S:1:pos:R:3:lowdin_charge:R:1
P -1.340 1.434 2.759 1.02
C 0.216 1.457 3.729 -0.19
H -0.007 1.773 4.756 0.09
H 0.963 2.118 3.275 0.04
H 0.622 0.433 3.721 0.05
C -1.920 3.166 2.721 -0.20
H -2.986 3.154 2.457 0.06
H -1.365 3.748 1.975 0.05
H -1.786 3.575 3.728 0.09
C -2.482 0.814 4.059 -0.20
H -2.695 1.665 4.716 0.09
H -2.014 -0.006 4.618 0.08
H -3.411 0.442 3.606 0.05
P -2.704 -3.493 -0.337 0.84
C -1.111 -4.301 0.087 -0.23
H -1.200 -5.399 0.130 0.08
H -0.746 -3.929 1.056 0.04
H -0.365 -4.024 -0.674 0.04
C -3.912 -4.103 0.881 -0.23
H -4.891 -3.638 0.716 0.04
H -3.578 -3.807 1.886 0.06
H -4.025 -5.194 0.850 0.08
C -3.086 -4.138 -2.007 -0.22
H -3.500 -5.156 -1.982 0.08
H -2.168 -4.141 -2.613 0.06
H -3.800 -3.476 -2.513 0.04
P -0.391 1.359 -3.005 1.02
C 1.250 1.262 -3.829 -0.20
H 1.158 1.611 -4.865 0.09
H 1.572 0.209 -3.798 0.06
H 1.992 1.850 -3.275 0.05
C -1.453 0.945 -4.455 -0.21
H -0.909 1.222 -5.368 0.08
H -2.403 1.493 -4.407 0.06
H -1.659 -0.134 -4.466 0.06
C -0.738 3.159 -2.931 -0.21
H -0.983 3.523 -3.938 0.09
H 0.129 3.683 -2.512 0.06
H -1.597 3.297 -2.257 0.05
Ru -2.881 -0.742 -0.367 0.87
C -1.636 -1.083 1.062 -0.30
O -0.830 -1.439 1.839 0.05
C -1.375 -1.236 -1.433 -0.33
O -0.454 -1.602 -2.056 0.05
C -4.280 -0.445 -1.949 -0.19
C -3.819 0.868 -1.724 -0.11
C -3.821 1.387 -0.433 -0.09
C -4.239 0.593 0.656 -0.18
C -4.915 -0.621 0.396 -0.13
C -5.006 -1.075 -0.930 -0.13
H -4.069 -0.960 -2.893 0.14
H -3.416 1.451 -2.552 0.10
H -3.397 2.376 -0.248 0.12
H -4.101 0.944 1.679 0.09
H -5.270 -1.261 1.202 0.14
H -5.535 -2.005 -1.123 0.14
C 3.534 -3.092 2.958 -0.01
C 3.461 -1.781 3.433 -0.03
C 2.986 -0.747 2.623 -0.09
C 2.558 -1.025 1.313 -0.35
C 2.423 -2.382 0.924 -0.11
C 2.934 -3.397 1.731 -0.03
P 2.143 0.288 0.094 1.21
C 2.487 1.898 0.883 -0.41
C 1.497 2.890 0.672 -0.16
C 1.700 4.184 1.141 -0.07
C 2.841 4.488 1.891 -0.02
C 3.808 3.506 2.123 -0.02
C 3.640 2.210 1.623 -0.09
C 3.472 0.131 -1.148 -0.34
C 4.286 1.212 -1.535 -0.06
C 5.314 1.023 -2.467 -0.02
C 5.557 -0.235 -3.028 0.01
C 4.656 -1.271 -2.756 -0.02
C 3.618 -1.088 -1.842 -0.08
H 4.036 -3.867 3.539 0.14
H 3.782 -1.550 4.445 0.13
H 2.977 0.276 3.004 0.09
H 1.940 -2.637 -0.024 0.09
H 2.873 -4.433 1.398 0.13
H 0.581 2.623 0.134 0.07
H 0.975 4.965 0.907 0.12
H 2.985 5.501 2.274 0.13
H 4.715 3.746 2.679 0.13
H 4.405 1.452 1.814 0.13
H 4.120 2.192 -1.088 0.11
H 5.940 1.867 -2.758 0.13
H 6.432 -0.410 -3.669 0.15
H 4.770 -2.232 -3.255 0.13
H 2.925 -1.905 -1.652 0.09
```

Density functional theory data (ωB97M-V/def2-TZVPD) for C35H49ClGeILiN5OSi2 as an isolated structure.

- HOMO level: -0.1548 hartree
- Net charge: -1
- Kohn-Sham gap: 6.36 eV

Structure (XYZ):
```
96
Properties=species:S:1:pos:R:3:lowdin_charge:R:1
Li -0.019 0.951 0.151 0.52
C -0.923 -1.193 -5.080 -0.17
Si -0.790 0.259 -3.848 0.41
C 0.492 1.442 -4.568 -0.20
C -2.437 1.155 -3.859 -0.15
N -0.459 -0.287 -2.209 -0.25
C -1.720 -0.617 -1.561 -0.34
C -2.381 -1.793 -1.912 -0.10
C -3.672 -2.089 -1.498 -0.13
C -4.342 -1.142 -0.725 -0.12
C -3.719 0.039 -0.371 -0.05
C -2.389 0.370 -0.761 -0.38
N -1.765 1.540 -0.495 -0.14
Si -2.463 3.052 -0.138 0.38
C -3.163 3.878 -1.702 -0.20
C -1.115 4.199 0.522 -0.17
C -3.901 3.265 1.105 -0.19
H -0.180 -1.104 -5.878 0.02
H -1.914 -1.210 -5.541 0.02
H -0.768 -2.161 -4.597 0.00
H 0.029 1.999 -5.389 0.02
H 1.359 0.914 -4.970 0.00
H 0.848 2.164 -3.827 0.03
H -2.570 1.716 -4.789 0.04
H -2.487 1.848 -3.017 -0.01
H -3.269 0.452 -3.758 0.04
H -1.858 -2.487 -2.565 0.10
H -4.148 -3.013 -1.802 0.08
H -5.373 -1.309 -0.430 0.09
H -4.265 0.771 0.212 0.08
H -2.373 4.054 -2.438 0.02
H -3.618 4.842 -1.456 0.02
H -3.927 3.253 -2.175 0.02
H -0.132 3.936 0.122 0.02
H -1.059 4.141 1.613 0.02
H -1.327 5.238 0.254 0.03
H -4.868 3.003 0.662 0.02
H -3.962 4.307 1.432 0.02
H -3.765 2.650 1.992 0.00
Cl 0.780 4.144 6.424 0.64
C 0.926 3.367 4.864 -0.62
C 2.031 3.621 4.096 -0.19
C 2.152 3.035 2.836 -0.63
I 3.842 3.397 1.651 0.90
C 1.181 2.197 2.261 -0.49
O 1.296 1.695 1.093 -0.24
C 0.028 1.938 3.106 -0.17
N -0.919 1.132 2.582 0.12
C -2.005 0.892 3.272 -0.16
C -2.221 1.404 4.564 -0.06
C -1.267 2.203 5.127 -0.03
C -0.102 2.521 4.397 -0.18
H 2.796 4.288 4.469 0.09
H -2.747 0.256 2.799 0.11
H -3.125 1.149 5.103 0.10
H -1.392 2.603 6.125 0.08
C 6.379 0.064 -1.111 -0.12
C 5.032 0.122 -0.392 -0.28
C 3.951 -0.671 -1.128 -0.30
C 2.537 -0.288 -0.688 -0.32
Ge 1.244 -1.038 -1.983 0.93
C 1.616 -2.957 -2.448 -0.29
C 1.474 -4.133 -1.485 -0.29
C 2.458 -4.086 -0.320 -0.29
C 2.229 -5.225 0.670 -0.11
H 7.152 0.576 -0.536 0.06
H 6.310 0.549 -2.088 0.07
H 6.692 -0.972 -1.268 0.07
H 4.713 1.164 -0.302 0.04
H 5.145 -0.266 0.624 0.11
H 4.117 -1.740 -0.966 0.09
H 4.057 -0.490 -2.205 0.09
H 2.426 0.799 -0.738 0.05
H 2.357 -0.582 0.344 0.04
H 1.848 -0.478 -3.298 0.01
H 2.660 -2.873 -2.770 0.06
H 1.040 -3.151 -3.357 0.05
H 1.635 -5.063 -2.043 0.11
H 0.458 -4.180 -1.085 0.08
H 2.353 -3.128 0.195 0.08
H 3.479 -4.149 -0.711 0.11
H 1.225 -5.171 1.099 0.06
H 2.947 -5.183 1.491 0.07
H 2.335 -6.194 0.177 0.07
N 0.448 -1.438 6.131 0.16
C 0.158 -1.661 5.041 -0.18
C -0.217 -2.004 3.702 -0.22
C -1.376 -2.746 3.476 -0.02
C -1.673 -3.123 2.183 -0.03
C -0.803 -2.745 1.170 -0.12
N 0.278 -1.991 1.365 0.10
C 0.554 -1.619 2.609 -0.09
H -2.009 -3.021 4.309 0.12
H -2.555 -3.702 1.947 0.11
H -0.977 -3.066 0.157 0.09
H 1.445 -1.016 2.756 0.13
```

Density functional theory data (ωB97M-V/def2-TZVPD) for C35H49N2OPTeW as an isolated structure.

- HOMO level (spin up / spin down): -0.7080 / -0.7082 hartree
- Multiplicity: 3
- Net charge: +4
- Relative energy (zero: lowest compared OMol25 entry of this formula, charge and spin): 35.0 kcal per mole
- Kohn-Sham gap (spin up / spin down): 6.12 / 6.20 eV

Structure (XYZ):
```
90
Properties=species:S:1:pos:R:3:lowdin_charge:R:1
W 1.174 -0.503 0.106 1.53
C 2.133 -2.507 -2.587 -0.07
C 1.485 -2.642 -1.230 -0.34
C 2.133 -3.419 -0.221 -0.17
C 3.461 -4.030 -0.542 0.00
C 1.450 -3.771 0.974 -0.18
C 2.144 -4.639 1.993 0.00
C 0.128 -3.338 1.161 -0.16
C -0.659 -3.766 2.362 0.02
C -0.529 -2.562 0.146 -0.20
C -1.999 -2.286 0.293 0.00
C 0.118 -2.314 -1.090 -0.31
C -0.627 -1.895 -2.333 0.00
H 1.870 -3.378 -3.196 0.14
H 3.219 -2.494 -2.542 0.05
H 1.781 -1.633 -3.131 0.08
H 4.266 -3.292 -0.597 0.07
H 3.412 -4.502 -1.526 0.12
H 3.757 -4.790 0.170 0.09
H 2.046 -5.696 1.727 0.14
H 1.731 -4.536 2.991 0.08
H 3.209 -4.425 2.053 0.10
H -1.426 -3.052 2.647 0.09
H -0.044 -3.971 3.232 0.09
H -1.179 -4.704 2.129 0.14
H -2.549 -3.221 0.138 0.14
H -2.363 -1.570 -0.434 0.05
H -2.268 -1.938 1.284 0.07
H -0.363 -0.894 -2.671 0.08
H -1.700 -1.929 -2.205 0.08
H -0.371 -2.580 -3.143 0.12
N 1.936 -0.998 2.093 -0.07
C 1.334 -0.274 3.281 -0.16
C 1.759 1.176 3.325 -0.15
C 1.187 1.994 2.188 -0.19
N 1.731 1.553 0.855 -0.09
H 1.778 -1.995 2.236 0.07
H 2.952 -0.906 2.164 0.11
H 1.651 -0.803 4.179 0.15
H 0.250 -0.361 3.202 0.12
H 2.853 1.255 3.361 0.13
H 1.410 1.605 4.266 0.15
H 1.441 3.046 2.320 0.14
H 0.105 1.895 2.164 0.10
H 2.731 1.739 0.881 0.04
H 1.358 2.197 0.157 0.07
C 4.943 1.208 0.205 -0.34
Te 3.907 -0.318 -0.873 1.46
C 3.731 0.830 -2.667 -0.30
H 4.514 2.192 0.027 0.03
H 5.955 1.187 -0.199 0.04
H 4.986 0.963 1.264 0.02
H 4.753 1.020 -2.988 0.05
H 3.211 1.761 -2.462 0.03
H 3.211 0.233 -3.411 0.02
O -0.422 0.556 -0.162 -0.50
P -1.714 1.503 -0.522 1.01
C -2.865 0.695 -1.592 -0.31
C -4.132 0.400 -1.073 -0.05
C -5.102 -0.146 -1.899 -0.02
C -4.818 -0.393 -3.236 0.00
C -3.561 -0.091 -3.760 -0.03
C -2.586 0.453 -2.946 -0.13
C -1.070 2.998 -1.246 -0.29
C -1.384 3.395 -2.550 -0.04
C -0.908 4.605 -3.040 -0.02
C -0.139 5.434 -2.235 -0.01
C 0.135 5.069 -0.918 -0.03
C -0.336 3.868 -0.420 -0.11
C -2.413 1.879 1.073 -0.33
C -2.389 0.950 2.118 -0.11
C -3.013 1.247 3.317 -0.04
C -3.678 2.462 3.473 -0.01
C -3.713 3.382 2.435 -0.01
C -3.087 3.093 1.229 -0.04
H -4.369 0.613 -0.036 0.12
H -6.085 -0.363 -1.502 0.13
H -5.580 -0.813 -3.880 0.14
H -3.355 -0.266 -4.808 0.13
H -1.621 0.697 -3.372 0.11
H -2.022 2.799 -3.184 0.10
H -1.167 4.911 -4.045 0.13
H 0.215 6.383 -2.617 0.13
H 0.680 5.747 -0.272 0.13
H -0.207 3.649 0.637 0.10
H -1.880 0.006 1.988 0.07
H -3.005 0.532 4.131 0.12
H -4.177 2.685 4.407 0.13
H -4.233 4.322 2.560 0.13
H -3.126 3.813 0.420 0.13
```

Density functional theory data (ωB97M-V/def2-TZVPD) for C35H49N8O11P2Ti as an isolated structure.

- HOMO level: -0.1531 hartree
- Net charge: -1
- Relative energy (zero: lowest compared OMol25 entry of this formula, charge and spin): 3.9 kcal per mole
- Kohn-Sham gap: 6.37 eV

Structure (XYZ):
```
106
Properties=species:S:1:pos:R:3:lowdin_charge:R:1
Ti -0.249 1.374 -1.224 1.06
N -3.425 2.002 0.308 0.16
C -3.794 1.974 -1.161 -0.48
C -5.297 2.148 -1.307 -0.08
P -2.816 3.404 -1.845 0.32
O -2.762 3.140 -3.420 -0.12
O -3.522 4.665 -1.543 -0.29
O -1.452 3.160 -1.214 -0.38
P -3.186 0.373 -1.890 0.35
O -3.007 -0.530 -0.600 -0.17
O -4.154 -0.133 -2.873 -0.27
O -1.758 0.723 -2.391 -0.40
H -3.610 2.925 0.705 0.15
H -2.409 1.817 0.441 0.04
H -3.933 1.283 0.821 0.15
H -5.592 3.165 -1.041 0.07
H -5.841 1.425 -0.691 0.08
H -5.572 1.954 -2.342 0.08
H -2.244 2.335 -3.595 0.06
H -2.052 -0.889 -0.577 0.02
C -0.005 6.330 -0.725 -0.06
C 1.423 6.406 -0.195 -0.16
C 2.341 5.275 -0.711 -0.30
C 3.774 5.480 -0.198 -0.18
C 4.725 4.364 -0.616 -0.07
C 2.370 5.361 -2.229 -0.42
O 2.866 6.292 -2.823 0.10
N 1.789 4.319 -2.914 0.24
C 1.210 3.228 -2.304 -0.53
O 0.640 2.360 -2.997 -0.02
N 1.236 3.047 -0.986 0.10
C 1.798 3.954 -0.143 -0.44
O 1.915 3.746 1.051 0.07
H -0.634 7.078 -0.241 0.08
H -0.462 5.355 -0.541 0.06
H -0.045 6.520 -1.800 0.08
H 1.427 6.328 0.894 0.12
H 1.890 7.355 -0.468 0.12
H 3.721 5.541 0.889 0.12
H 4.127 6.439 -0.580 0.12
H 4.385 3.398 -0.232 0.06
H 5.731 4.542 -0.231 0.07
H 4.799 4.289 -1.704 0.08
H 1.729 4.376 -3.920 0.17
C 5.179 0.115 -0.131 -0.01
N 3.907 0.069 -0.823 -0.11
C 3.625 -0.603 -1.993 -0.05
C 2.306 -0.388 -2.239 -0.11
N 1.784 0.399 -1.242 -0.01
C 2.769 0.660 -0.417 -0.14
H 5.982 -0.033 -0.849 0.09
H 5.238 -0.662 0.632 0.09
H 5.306 1.089 0.338 0.08
H 4.368 -1.184 -2.510 0.12
H 1.690 -0.773 -3.031 0.12
H 2.709 1.315 0.437 0.12
C -3.062 -8.087 -2.323 -0.06
C -1.746 -7.836 -1.632 -0.23
C -0.891 -8.905 -1.380 -0.07
C 0.331 -8.711 -0.755 -0.10
C 0.691 -7.437 -0.348 -0.03
C -0.153 -6.358 -0.583 -0.22
N 0.252 -5.072 -0.134 0.09
C -0.562 -4.327 0.709 -0.22
C -1.298 -4.962 1.716 -0.03
C -2.067 -4.227 2.600 -0.10
C -2.125 -2.841 2.505 -0.10
C -1.428 -2.210 1.487 -0.04
C -0.653 -2.929 0.582 -0.06
C 0.016 -2.199 -0.564 -0.55
O 1.031 -2.685 -1.087 0.01
O -0.533 -1.099 -0.897 -0.12
C -1.371 -6.540 -1.253 -0.15
C -2.246 -5.357 -1.572 -0.01
H -3.226 -9.156 -2.459 0.07
H -3.095 -7.615 -3.308 0.08
H -3.899 -7.683 -1.750 0.08
H -1.191 -9.902 -1.683 0.10
H 0.989 -9.550 -0.571 0.09
H 1.624 -7.254 0.171 0.11
H 0.799 -4.486 -0.762 0.11
H -1.249 -6.041 1.799 0.11
H -2.620 -4.742 3.377 0.10
H -2.724 -2.265 3.199 0.09
H -1.497 -1.136 1.352 0.09
H -2.923 -5.118 -0.746 0.10
H -2.853 -5.537 -2.457 0.07
H -1.647 -4.465 -1.756 0.09
N -0.628 1.266 0.559 -0.11
C -0.659 1.907 1.680 -0.20
N 0.069 1.564 2.749 -0.14
C 0.088 2.440 3.910 -0.19
C -0.098 1.641 5.194 -0.19
C 0.956 0.541 5.297 -0.21
C 0.917 -0.338 4.049 -0.18
C 1.075 0.506 2.790 -0.16
H -0.693 3.183 3.768 0.11
H 1.052 2.967 3.937 0.12
H -1.095 1.187 5.182 0.11
H -0.053 2.310 6.058 0.10
H 0.805 -0.059 6.197 0.10
H 1.947 1.003 5.383 0.11
H -0.040 -0.865 3.998 0.11
H 1.699 -1.100 4.081 0.11
H 0.974 -0.097 1.887 0.11
H 2.071 0.971 2.799 0.12
```